[1]
The following is a DFT calculation (ωB97M-V/def2-TZVPD) of the ion C46H62N3 with charge +1 in a non-equilibrium geometry.

Last column: Löwdin charge in e.
CARTESIAN COORDINATES (ANGSTROEM)
C -0.5650 -2.8284 0.7454  -0.046
C -1.9118 -2.5397 1.3869  -0.496
C -2.9429 -3.4007 0.6393  -0.072
C -1.9734 -3.0418 2.8396  -0.031
C -2.2234 -1.0080 1.2887  -0.072
C -3.4066 -0.6765 0.6207  -0.044
C -3.9316 0.6045 0.6313  -0.043
C -3.2638 1.5814 1.3488  -0.034
C -2.1533 1.2684 2.1427  -0.065
C -1.9265 2.2168 3.3638  -0.520
C -0.4863 2.6838 3.4349  -0.054
C -2.4167 1.5208 4.6484  -0.030
C -2.7558 3.5033 3.2881  -0.074
C -1.4518 0.0456 1.8842  -0.049
N -0.0625 -0.1625 2.3453  0.066
C 0.1326 -0.5045 3.7602  -0.097
C 1.6084 -0.5274 3.9733  -0.077
N 2.1796 -0.3045 2.6335  0.039
C 3.6272 -0.4311 2.5314  -0.093
C 4.2352 -1.7231 2.5812  -0.077
C 3.5480 -3.1085 2.7948  -0.521
C 4.2931 -4.2141 2.0244  -0.060
C 2.1313 -3.1947 2.2659  -0.067
C 3.6421 -3.4789 4.2812  -0.028
C 5.6317 -1.7990 2.4812  -0.033
C 6.4010 -0.7057 2.1228  -0.040
C 5.8137 0.5475 2.1265  -0.039
C 4.4842 0.7144 2.5463  -0.080
C 4.1736 2.1085 3.1773  -0.517
C 5.0722 3.2007 2.5855  -0.051
C 4.4786 1.9793 4.6747  -0.021
C 2.7549 2.5745 2.9529  -0.049
C 1.1740 -0.0762 1.7207  -0.065
C 1.3795 0.6301 0.4054  -0.153
C 2.8936 0.7673 0.0650  -0.200
C 3.6151 -0.3872 -0.2379  -0.052
C 4.8585 -0.3093 -0.8758  -0.047
C 5.4061 0.9373 -1.1824  -0.066
C 4.7024 2.0969 -0.8567  -0.070
C 3.4211 2.0117 -0.2971  -0.046
H 0.1114 -1.9746 0.8688  0.051
H -0.1043 -3.7234 1.1721  0.084
H -0.6753 -2.9978 -0.3325  0.075
H -3.9442 -3.2838 1.0728  0.097
H -2.9794 -3.1808 -0.4347  0.080
H -2.6698 -4.4599 0.7404  0.098
H -2.7658 -2.5202 3.3953  0.103
H -2.2262 -4.1123 2.8512  0.093
H -1.0232 -2.9517 3.3716  0.055
H -3.9735 -1.4238 0.0734  0.103
H -4.8513 0.8355 0.0927  0.124
H -3.6639 2.5963 1.3196  0.112
H -0.2269 3.2569 2.5356  0.101
H -0.3299 3.3205 4.3169  0.106
H 0.2000 1.8474 3.4966  0.031
H -3.5147 1.5377 4.6676  0.097
H -2.1338 0.4669 4.7308  0.067
H -2.0538 2.0548 5.5369  0.100
H -3.8315 3.2999 3.2958  0.089
H -2.5419 4.1199 4.1712  0.098
H -2.5026 4.0986 2.4046  0.093
H -0.3494 0.2332 4.4082  0.102
H -0.3271 -1.4739 3.9679  0.106
H 1.9450 0.2641 4.6599  0.130
H 1.9632 -1.4763 4.3877  0.106
H 5.2829 -4.4272 2.4412  0.078
H 3.7204 -5.1491 2.0855  0.096
H 4.4048 -3.9529 0.9640  0.097
H 1.4687 -2.4172 2.6305  0.045
H 2.1260 -3.1479 1.1716  0.089
H 1.6814 -4.1535 2.5585  0.105
H 3.1606 -2.7522 4.9432  0.071
H 3.1784 -4.4596 4.4560  0.099
H 4.6981 -3.5401 4.5743  0.096
H 6.1451 -2.7480 2.6410  0.110
H 7.4582 -0.8275 1.8741  0.123
H 6.4289 1.3955 1.8194  0.115
H 4.9804 3.2239 1.4909  0.071
H 4.7641 4.1834 2.9672  0.099
H 6.1227 3.0589 2.8648  0.087
H 3.8758 1.1894 5.1409  0.077
H 5.5367 1.7185 4.8139  0.099
H 4.2806 2.9241 5.1984  0.098
H 2.0485 1.8353 3.3055  0.038
H 2.5675 3.5109 3.4981  0.109
H 2.5597 2.7449 1.8902  0.068
H 0.9566 1.6262 0.5961  0.130
H 3.1801 -1.3645 -0.0023  0.120
H 5.3915 -1.2292 -1.1200  0.118
H 6.3755 0.9918 -1.6896  0.117
H 5.1139 3.0794 -1.0923  0.116
H 2.8059 2.9169 -0.1757  0.127
C -0.8223 -1.1541 -2.0979  -0.070
N -0.5958 -0.0339 -1.1670  -0.105
C -1.3296 1.1221 -1.4943  -0.228
C -0.9778 2.4291 -1.1097  -0.028
C -1.7167 3.5176 -1.5937  -0.081
C -2.7659 3.3280 -2.4998  -0.093
C -3.1852 2.0298 -2.8017  -0.076
C -2.4931 0.9462 -2.2788  -0.057
C 0.8389 0.0214 -0.8015  -0.140
H -0.7316 -0.8312 -3.1554  0.113
H -0.0637 -1.9260 -1.9337  0.077
H -1.8025 -1.6121 -1.9086  0.076
H -0.1437 2.6032 -0.4329  0.085
H -1.4413 4.5257 -1.2771  0.106
H -3.2817 4.1824 -2.9388  0.103
H -4.0348 1.8376 -3.4583  0.111
H -2.8585 -0.0564 -2.5076  0.101
H 1.3189 0.4901 -1.6872  0.164
H 1.1686 -1.0339 -0.8263  0.115

Force components x, y, z for each atom (eV/Å):
C 0.54 -0.06 -0.35
C 0.04 0.28 -0.50
C -0.28 -0.05 -0.07
C -0.17 0.00 0.31
C 0.26 -0.40 -0.25
C -0.37 0.08 0.37
C 0.62 0.25 -0.33
C -0.63 -0.29 0.17
C 0.40 0.49 0.06
C 0.20 0.28 -0.63
C 0.44 -0.02 0.26
C -0.19 -0.36 0.05
C -0.23 0.23 -0.10
C -1.05 -0.10 -0.24
N 1.21 -0.18 -0.11
C -0.98 -0.41 0.47
C 0.92 -0.03 0.42
N -1.34 0.02 -0.69
C 1.33 -0.23 0.50
C -0.15 -0.07 -0.02
C 0.34 0.16 -0.14
C 0.24 -0.24 -0.12
C -0.46 -0.04 0.12
C 0.01 -0.05 0.20
C 0.18 0.00 -0.09
C -0.16 -0.11 -0.05
C -0.04 -0.22 0.12
C 0.02 0.38 -0.04
C 0.05 -0.10 -0.84
C 0.25 0.19 0.00
C 0.10 -0.18 0.15
C -0.49 0.17 0.17
C -0.72 0.94 2.70
C 1.81 0.75 1.64
C -0.50 0.41 -0.96
C 0.33 -0.09 -0.45
C -0.44 -0.09 0.39
C 0.02 0.09 0.10
C -0.25 -0.07 -0.24
C -0.13 -0.22 0.09
H -0.14 -0.62 -0.07
H -0.09 0.10 -0.07
H -0.02 0.01 0.35
H 0.15 -0.08 -0.16
H -0.05 0.01 0.22
H 0.05 0.28 0.00
H 0.26 -0.11 -0.03
H 0.12 0.30 -0.03
H -0.18 0.01 -0.09
H 0.22 0.03 0.34
H 0.35 -0.02 0.03
H 0.10 -0.45 0.36
H -0.03 -0.04 0.16
H 0.03 -0.10 -0.22
H 0.00 0.29 0.07
H 0.25 -0.01 0.03
H -0.07 0.23 0.01
H -0.07 -0.08 -0.20
H 0.17 0.09 -0.06
H 0.02 -0.18 -0.16
H -0.08 -0.05 0.08
H 0.15 -0.25 -0.33
H 0.07 0.32 0.00
H 0.01 -0.14 -0.33
H -0.10 0.30 -0.21
H -0.23 -0.01 -0.15
H 0.07 0.22 0.00
H 0.02 -0.06 0.20
H -0.02 -0.33 -0.03
H 0.00 0.02 0.12
H 0.18 0.14 -0.12
H 0.12 -0.16 -0.06
H 0.11 0.20 -0.04
H -0.25 0.01 0.02
H -0.32 0.33 -0.22
H -0.35 0.05 0.13
H -0.34 -0.23 0.47
H 0.13 0.03 0.33
H 0.03 -0.25 -0.01
H -0.21 0.15 -0.11
H 0.12 0.16 -0.03
H -0.26 0.05 0.05
H 0.02 -0.17 -0.16
H -0.01 0.28 0.11
H 0.04 -0.22 -0.15
H 0.01 0.07 0.28
H 0.19 -0.23 0.08
H 0.26 0.29 -0.15
H -0.13 0.29 0.05
H -0.39 0.05 0.27
H -0.09 -0.29 -0.01
H 0.44 -0.41 -0.02
C 0.18 0.04 0.06
N 0.26 -0.58 0.51
C -0.07 -0.07 -0.21
C -0.27 -0.16 -0.21
C 0.04 -0.28 -0.21
C -0.14 0.11 0.31
C 0.38 0.07 0.24
C 0.00 0.09 -0.15
C -1.57 -1.21 -3.59
H -0.24 -0.12 0.42
H -0.24 0.22 -0.04
H 0.27 0.08 -0.24
H -0.27 0.10 -0.31
H -0.05 -0.29 -0.18
H 0.15 -0.20 0.21
H 0.21 0.19 0.20
H 0.19 0.48 0.03
H 0.23 -0.01 0.56
H -0.06 0.61 0.03

## Properties
- Total charge: +1



[2]
The following is a DFT calculation (ωB97M-V/def2-TZVPD) of a cluster of 5 separate species, C31H39BN8O10P in total in a non-equilibrium geometry.

Last column: Löwdin charge in e.
CARTESIAN COORDINATES (ANGSTROEM)
C -0.4994 -3.8157 -1.9085  -0.124
C -1.9672 -3.5701 -1.5276  -0.432
P -2.9150 -2.2267 -2.3680  1.005
C -2.4277 -2.5820 -4.1036  -0.310
N -1.7891 -0.8291 -1.9677  -0.215
N -1.3658 -0.8186 -0.6244  0.089
C -1.5253 0.1907 -2.7418  -0.338
N -2.0876 0.2705 -4.0340  0.054
C -1.0034 0.8910 -4.8361  -0.093
C -0.1153 1.6553 -3.8044  -0.111
B -0.0668 3.2366 -4.0429  -0.569
O 0.2085 3.6546 -5.3404  0.173
O -0.3819 4.1027 -3.0234  0.035
C 0.5805 4.3247 -1.9829  -0.036
N -0.6962 1.2467 -2.4688  0.159
H -0.3274 -3.7174 -2.9866  0.062
H -0.1892 -4.8319 -1.6240  0.067
H 0.1608 -3.1368 -1.3873  0.030
H -2.0782 -3.4275 -0.4471  0.064
H -2.5837 -4.4529 -1.7869  0.077
H -1.4041 -2.2727 -4.3529  0.035
H -3.1170 -2.0785 -4.7885  0.029
H -2.5080 -3.6722 -4.2353  0.052
H -1.4091 0.1213 -0.2410  0.064
H -0.4259 -1.1978 -0.5491  0.051
H -2.9041 0.8745 -4.0121  0.153
H -0.4282 0.1035 -5.3343  0.124
H -1.4297 1.5332 -5.6127  0.130
H 0.9108 1.2549 -3.8723  0.154
H 1.1003 3.9185 -5.5451  0.108
H 0.6246 5.4015 -1.7917  0.084
H 1.5895 3.9893 -2.2658  0.103
H 0.2805 3.7909 -1.0743  0.063
H 0.0296 1.0281 -1.7899  0.129
C 4.3968 -4.2359 3.1013  -0.054
C 3.4095 -3.5421 3.7903  -0.054
C 2.5057 -2.7504 3.1010  0.005
C 2.6222 -2.6782 1.7222  -0.146
C 3.5973 -3.3574 1.0106  0.007
C 4.4920 -4.1433 1.7184  -0.052
N 1.6591 -1.8562 0.9869  -0.333
O 0.8059 -1.2662 1.6093  0.075
O 1.7415 -1.8120 -0.2266  0.041
H 5.0963 -4.8558 3.6466  0.113
H 3.3401 -3.6195 4.8667  0.112
H 1.7271 -2.2025 3.6110  0.120
H 3.6465 -3.2718 -0.0643  0.120
H 5.2620 -4.6866 1.1879  0.113
C 1.4052 8.5571 -1.7290  -0.080
C 0.3036 8.3393 -0.9103  -0.078
C 0.4072 8.5174 0.4609  -0.003
C 1.6274 8.9113 0.9789  -0.145
C 2.7383 9.1400 0.1876  0.000
C 2.6176 8.9588 -1.1821  -0.063
N 1.7484 9.0936 2.4409  -0.359
O 0.7715 8.8582 3.1163  0.079
O 2.8173 9.4589 2.8728  0.085
H 1.3159 8.4195 -2.7991  0.107
H -0.6411 8.0309 -1.3389  0.109
H -0.4309 8.3551 1.1223  0.119
H 3.6676 9.4507 0.6418  0.121
H 3.4727 9.1342 -1.8211  0.109
C -4.5949 -8.5620 1.7858  -0.065
C -3.8391 -7.8488 2.7077  -0.061
C -2.5900 -7.3608 2.3562  -0.003
C -2.1305 -7.6029 1.0737  -0.151
C -2.8610 -8.3129 0.1368  -0.003
C -4.1072 -8.7949 0.5059  -0.061
N -0.8064 -7.0821 0.6884  -0.356
O -0.1673 -6.4815 1.5247  0.072
O -0.4318 -7.2747 -0.4491  0.065
H -5.5684 -8.9414 2.0673  0.110
H -4.2200 -7.6738 3.7047  0.110
H -1.9786 -6.8081 3.0539  0.118
H -2.4543 -8.4842 -0.8488  0.119
H -4.6955 -9.3567 -0.2070  0.111
C 0.4199 2.4809 5.3322  -0.055
C 1.5735 2.6154 4.5684  -0.053
C 1.5104 2.5076 3.1889  0.005
C 0.2758 2.2658 2.6103  -0.153
C -0.8885 2.1274 3.3455  0.007
C -0.8053 2.2364 4.7245  -0.053
N 0.2019 2.1534 1.1545  -0.329
O 1.2218 2.2593 0.5087  0.070
O -0.8896 1.9693 0.6381  0.037
H 0.4760 2.5718 6.4091  0.113
H 2.5242 2.8093 5.0465  0.113
H 2.3905 2.6077 2.5712  0.121
H -1.8281 1.9408 2.8475  0.121
H -1.6997 2.1340 5.3237  0.113

Force components x, y, z for each atom (eV/Å):
C -0.27 -0.38 -0.15
C -0.05 -0.17 -0.02
P 0.28 -0.05 0.06
C 0.01 0.00 -0.24
N 0.01 0.37 -0.22
N -0.08 0.02 -0.04
C -0.17 0.21 -0.05
N 0.69 0.27 0.33
C -0.11 0.11 -0.09
C -0.13 0.32 0.00
B -0.21 0.33 0.10
O -0.46 -0.61 0.72
O 0.64 -0.15 -0.74
C -0.09 0.04 0.33
N 0.50 -1.60 -0.87
H -0.02 -0.02 0.22
H -0.16 0.26 -0.04
H 0.18 0.24 0.03
H -0.02 -0.06 -0.18
H 0.17 0.27 0.11
H -0.27 -0.16 0.12
H 0.19 -0.20 0.13
H -0.03 0.29 0.02
H 0.04 -0.02 0.02
H 0.05 0.06 0.03
H -0.15 -0.19 0.04
H -0.17 0.10 0.09
H 0.13 -0.10 0.21
H -0.28 0.12 0.06
H 0.30 0.41 -0.16
H -0.01 -0.22 0.02
H -0.23 0.04 0.02
H 0.05 0.17 -0.23
H -0.27 0.33 0.34
C -0.02 0.01 -0.01
C -0.01 0.01 -0.01
C 0.05 -0.03 -0.01
C 0.04 -0.02 0.04
C 0.00 -0.02 0.06
C -0.02 0.01 0.00
N 0.15 -0.19 0.08
O -0.33 0.30 0.33
O 0.09 0.03 -0.44
H -0.01 0.01 -0.01
H 0.01 0.00 -0.01
H 0.01 -0.01 -0.03
H -0.02 0.01 0.00
H -0.01 0.00 0.01
C 0.00 0.01 0.03
C -0.01 -0.02 -0.01
C 0.02 -0.04 -0.04
C 0.00 0.02 -0.01
C -0.02 -0.02 -0.04
C 0.00 -0.02 0.01
N -0.01 -0.05 -0.21
O -0.23 -0.06 0.14
O 0.26 0.08 0.09
H 0.00 0.01 0.01
H 0.01 0.02 -0.01
H 0.02 0.02 0.00
H -0.02 0.00 0.01
H -0.01 0.00 0.00
C 0.03 0.01 -0.01
C 0.01 0.00 -0.01
C -0.04 -0.03 0.00
C 0.00 -0.02 0.01
C -0.04 -0.01 0.03
C 0.01 0.01 0.01
N -0.13 -0.04 0.03
O 0.11 0.16 0.19
O 0.04 -0.01 -0.26
H 0.01 0.00 0.00
H 0.00 -0.01 -0.01
H 0.00 0.00 -0.02
H 0.01 0.01 0.02
H 0.00 0.01 0.01
C 0.01 0.00 -0.03
C 0.00 0.00 -0.01
C 0.01 -0.01 0.07
C 0.02 0.01 0.02
C 0.00 0.00 0.09
C 0.00 0.00 -0.03
N -0.15 0.01 -0.03
O 0.34 -0.12 -0.07
O -0.16 -0.10 0.10
H 0.00 0.00 -0.01
H -0.02 0.00 0.00
H -0.02 0.00 0.00
H 0.02 0.01 -0.01
H 0.01 0.00 0.00

## Properties
- Total charge: +1
- Energy relative to the best compared isomer or geometry (same formula, charge and spin): 0.00 kcal/mol



[3]
The following is a DFT calculation (ωB97M-V/def2-TZVPD) of a cluster of 6 separate species, C26H26Cl3N5 in total in a non-equilibrium geometry.

Last column: Löwdin charge in e.
CARTESIAN COORDINATES (ANGSTROEM)
N -0.8292 1.6789 -1.9101  0.070
C -1.7880 2.4413 -1.2946  -0.136
C -2.7510 1.9126 -0.4656  -0.104
C -2.7323 0.5480 -0.2000  -0.056
C -1.7375 -0.2311 -0.8092  -0.072
C -0.8609 0.3770 -1.6531  -0.179
H -1.9166 3.4762 -1.5755  0.096
H -3.3994 2.5931 0.0663  0.014
H -3.4193 0.1158 0.5125  0.099
H -1.7448 -1.2915 -0.6042  0.076
H -0.1703 -0.2561 -2.1903  0.085
N -4.3678 -3.4217 2.5583  0.058
C -3.2743 -3.3542 1.7557  -0.141
C -2.1853 -2.5782 2.0451  -0.096
C -2.1279 -1.8751 3.2223  -0.077
C -3.2230 -1.9242 4.0740  -0.078
C -4.3351 -2.6702 3.6881  -0.144
H -3.3450 -3.9826 0.8802  0.102
H -1.3536 -2.5623 1.3564  0.072
H -1.3237 -1.2184 3.5200  0.107
H -3.1733 -1.3288 4.9737  0.097
H -5.2426 -2.5983 4.2692  0.096
N 0.4603 -5.5043 0.7003  0.042
C 1.4308 -4.9473 1.4945  -0.102
C 1.7599 -3.5647 1.2771  -0.061
C 1.2047 -2.8797 0.1974  -0.106
C 0.2789 -3.5009 -0.6624  -0.098
C -0.0887 -4.8072 -0.3237  -0.159
H 1.8226 -5.5204 2.3217  0.094
H 2.5452 -3.1093 1.8622  0.092
H 1.5403 -1.8981 -0.1032  0.080
H -0.1298 -3.0069 -1.5316  0.095
H -0.7986 -5.3136 -0.9610  0.097
N 3.5538 3.7818 -1.5008  0.046
C 3.9678 4.2572 -0.2468  -0.123
C 3.1300 4.9581 0.5872  -0.098
C 1.8413 5.2589 0.1589  -0.079
C 1.4503 4.9085 -1.1416  -0.063
C 2.3746 4.2288 -1.9819  -0.144
H 4.9554 4.0401 0.1325  0.095
H 3.4981 5.3286 1.5326  0.099
H 1.1062 5.7530 0.7769  0.100
H 0.4602 5.1347 -1.5090  0.089
H 2.0319 3.7865 -2.9056  0.096
N 2.6074 -0.7944 -2.1536  0.040
C 3.2856 0.3402 -2.4971  -0.105
C 4.5292 0.3250 -3.1925  -0.064
C 4.9728 -0.8963 -3.6421  -0.078
C 4.2147 -2.0996 -3.4006  -0.051
C 3.0550 -1.9702 -2.6436  -0.163
H 2.7292 1.2097 -2.1797  0.078
H 5.1123 1.2231 -3.3336  0.098
H 5.9447 -1.0143 -4.0980  0.096
H 4.5478 -3.0951 -3.6545  0.094
H 2.4794 -2.8290 -2.3314  0.082
C -5.3991 3.6033 2.5676  -1.502
Cl -3.8815 2.6993 2.9541  0.507
Cl -5.6069 3.8463 0.8178  0.542
Cl -5.4342 5.1454 3.4011  0.531
H -6.2507 3.0723 2.9930  0.015

Force components x, y, z for each atom (eV/Å):
N -1.21 1.29 0.44
C 0.65 -1.28 -1.12
C 0.27 -0.28 0.68
C 0.81 0.02 -0.04
C -2.10 0.10 1.29
C 0.75 0.07 -0.75
H 0.69 0.24 -0.04
H -0.28 -0.17 -0.23
H -0.14 -0.11 -0.03
H 0.28 -0.09 -0.20
H 0.49 0.17 -0.05
N 0.66 0.96 0.48
C -1.75 -0.51 1.07
C 1.15 -0.02 -0.58
C -0.69 0.39 0.75
C 0.08 -0.02 -0.45
C 0.43 -0.21 -0.93
H 0.21 0.06 -0.20
H 0.09 0.02 -0.05
H 0.38 -0.18 -0.32
H -0.39 -0.11 0.17
H -0.14 -0.38 0.09
N 0.76 0.29 0.45
C -2.23 2.25 -2.21
C 0.06 -1.66 -0.19
C -0.19 -0.43 -0.72
C 0.52 -0.67 1.52
C 1.12 0.32 0.55
H 0.06 -0.17 -0.14
H -0.07 0.14 0.16
H 0.11 0.28 0.36
H 0.00 0.08 -0.01
H -0.17 -0.36 0.19
N 0.61 1.61 1.20
C -1.45 -0.71 -1.92
C -0.18 0.47 -0.20
C -0.59 -0.27 -1.36
C 1.15 -0.05 0.11
C -0.02 -0.95 2.58
H 0.19 -0.41 -0.51
H -0.03 -0.16 0.17
H 0.15 0.09 0.25
H -0.03 0.05 0.00
H 0.17 0.27 -0.35
N 0.81 0.70 -1.26
C -0.27 -1.71 0.09
C -1.49 -0.18 0.64
C -0.46 -2.14 0.42
C 0.13 1.82 0.52
C 0.56 0.79 0.30
H 0.62 0.48 0.04
H -0.16 0.11 -0.04
H 0.04 0.20 -0.23
H 0.18 0.14 -0.34
H -0.01 -0.24 -0.11
C 0.18 -0.13 0.24
Cl -0.83 0.39 -0.30
Cl 0.00 -0.23 0.54
Cl 0.22 0.32 0.08
H 0.32 -0.31 -0.49

## Properties
- Total charge: 0
- Energy relative to the best compared isomer or geometry (same formula, charge and spin): 23.90 kcal/mol
- Structure (SMILES): ClC(Cl)Cl.c1ccncc1.c1ccncc1.c1ccncc1.c1ccncc1.c1ccncc1



| no. | frontier orbital gap (eV) | HOMO level (eV) |
| --- | --- | --- |
| 1 | 7.38 | -10.0 |
| 2 | 8.55 | -11.5 |
| 3 | 9.82 | -9.5 |